i:
{"formula": "C5H27N2O6", "method": "wB97M-V/def2-TZVPD", "gap_ha": 0.38099, "charge": 1, "elements": ["N", "C", "C", "N", "C", "C", "C", "H", "H", "H", "H", "H", "H", "H", "H", "H", "H", "H", "H", "H", "H", "H", "H", "H", "O", "H", "H", "O", "H", "H", "O", "H", "H", "O", "H", "H", "O", "H", "H", "O"], "positions_angstrom": [[0.508, -1.441, 0.081], [-0.494, -1.522, 1.196], [-1.917, -1.373, 0.701], [-2.082, -0.128, -0.030], [-1.845, 2.337, 0.260], [-2.346, 1.034, 0.854], [-3.820, 1.134, 1.220], [0.853, -2.373, -0.111], [0.007, -1.069, -0.731], [1.346, -0.872, 0.325], [-0.191, -0.826, 1.975], [-0.370, -2.511, 1.617], [-2.551, -1.537, 1.580], [-2.103, -2.154, -0.039], [-2.937, -0.194, -0.567], [-1.921, 3.114, 1.025], [-2.454, 2.721, -0.556], [-0.793, 2.186, 0.029], [-1.812, 0.859, 1.795], [-4.367, 1.249, 0.274], [-4.333, 0.331, 1.754], [-4.086, 2.017, 1.804], [3.786, -2.270, -1.442], [2.753, -1.291, -1.890], [2.959, -1.870, -1.147], [-1.084, -4.494, 0.279], [0.308, -5.178, 0.232], [-0.155, -4.371, 0.480], [0.875, -0.298, -4.367], [1.751, 0.020, -3.214], [1.120, -0.636, -3.499], [0.710, 3.139, -0.801], [1.168, 3.375, -2.261], [1.459, 3.083, -1.396], [2.283, 1.377, 0.419], [3.333, 0.394, 1.040], [2.527, 0.458, 0.521], [5.020, 2.677, 0.215], [4.170, 2.769, 1.416], [4.726, 2.133, 0.958]], "lowdin_charge": [0.179, -0.149, -0.217, -0.032, -0.052, -0.457, -0.065, 0.112, 0.143, 0.090, 0.127, 0.099, 0.131, 0.124, 0.109, 0.090, 0.091, 0.047, 0.131, 0.086, 0.079, 0.086, 0.065, 0.020, -0.043, 0.053, 0.066, -0.037, 0.052, 0.022, -0.045, 0.001, 0.045, -0.044, 0.029, 0.050, -0.049, 0.059, 0.046, -0.044]}

---

ii:
{"formula": "C5H27N2O6", "method": "wB97M-V/def2-TZVPD", "gap_ha": 0.33393, "charge": 1, "elements": ["N", "C", "C", "N", "C", "C", "C", "H", "H", "H", "H", "H", "H", "H", "H", "H", "H", "H", "H", "H", "H", "H", "H", "H", "O", "H", "H", "O", "H", "H", "O", "H", "H", "O", "H", "H", "O", "H", "H", "O"], "positions_angstrom": [[0.303, 0.751, -0.826], [0.503, 1.916, 0.178], [-0.045, 1.537, 1.519], [-1.207, 0.604, 1.473], [-3.352, -0.210, 0.603], [-2.682, 1.075, 1.013], [-3.368, 1.578, 2.220], [0.695, -0.037, -0.312], [-0.636, 0.676, -1.042], [0.701, 0.788, -1.744], [-0.219, 2.664, -0.177], [1.585, 2.231, 0.262], [-0.151, 2.495, 2.159], [0.685, 0.974, 2.217], [-1.382, 0.170, 2.367], [-4.426, -0.068, 0.942], [-3.086, -0.975, 1.317], [-2.934, -0.346, -0.446], [-2.481, 1.805, 0.294], [-2.931, 1.123, 3.112], [-3.309, 2.739, 2.387], [-4.496, 1.473, 2.151], [1.442, -1.276, -4.614], [2.917, -1.549, -4.072], [2.220, -0.958, -4.383], [2.539, 2.057, -3.234], [2.834, 0.440, -3.362], [2.550, 1.150, -2.773], [4.104, -0.441, 0.758], [4.178, -0.968, -0.765], [4.098, -1.252, 0.278], [2.613, -1.991, 2.285], [1.355, -1.418, 1.409], [1.838, -1.526, 2.282], [1.301, -2.796, 0.024], [1.644, -1.661, -1.066], [0.897, -2.045, -0.497], [-1.889, -3.568, -0.423], [-0.803, -2.412, -0.527], [-1.609, -2.748, -0.985]], "lowdin_charge": [0.214, -0.109, -0.244, -0.041, -0.067, -0.423, -0.098, 0.102, 0.112, 0.110, 0.125, 0.154, 0.146, 0.133, 0.089, 0.097, 0.075, 0.095, 0.102, 0.081, 0.116, 0.097, -0.018, 0.081, 0.026, 0.109, -0.009, -0.104, 0.010, 0.129, -0.099, -0.022, 0.023, -0.042, 0.116, 0.098, -0.106, 0.100, -0.027, -0.128]}

---

i is the most stable structure shown above.